Record 1
C29H39ClN8O6PTi | the ωB97M-V functional and the def2-TZVPD basis

Computed properties:
Energy relative to the best compared isomer or geometry (same formula, charge and spin) (kcal/mol): 65.2
Molecular weight (g mol⁻¹): 709.98
E (eV): -99831.0969
F_max (eV Å⁻¹): 5.09
HOMO level (spin up / spin down) (eV): -6.63 / -9.53

```
! wB97M-V def2-TZVPD RIJCOSX def2/J DEFGRID3
* xyz 1 3
Ti 10.14 12.90 8.46
C 9.67 10.35 11.18
N 11.14 10.41 11.14
C 11.81 9.89 12.31
C 11.74 10.91 10.04
O 10.98 11.29 9.03
C 13.23 11.08 9.95
O 13.69 12.45 10.11
C 14.45 13.01 11.25
C 13.26 15.67 10.04
O 11.02 14.00 9.75
N 14.13 16.69 9.76
C 13.88 18.10 9.98
C 15.49 16.24 9.68
H 9.37 10.71 12.18
H 9.44 9.31 11.04
H 9.16 10.99 10.47
H 11.00 9.73 13.05
H 12.46 10.68 12.69
H 12.32 8.94 12.12
H 13.62 10.77 8.95
H 13.72 10.47 10.75
H 15.36 13.44 10.82
H 14.65 12.22 12.02
H 12.80 18.29 10.12
H 14.14 18.72 9.11
H 14.42 18.38 10.92
H 15.59 15.56 8.83
H 15.91 15.71 10.54
H 16.13 17.08 9.49
C 10.53 18.50 8.44
N 9.80 17.28 8.30
C 8.49 17.16 7.73
C 8.20 15.84 7.82
N 9.24 15.08 8.30
C 10.25 16.02 8.60
P 11.77 15.21 9.00
C 12.11 14.47 7.41
N 11.55 13.25 7.09
C 11.93 12.99 5.79
C 12.76 13.95 5.34
N 12.90 14.90 6.39
C 13.47 16.20 6.23
C 13.12 15.14 11.38
N 13.74 14.07 11.90
C 13.22 13.79 13.19
C 12.30 14.79 13.47
N 12.20 15.58 12.32
C 11.28 16.68 12.15
H 9.85 19.34 8.75
H 11.29 18.42 9.26
H 11.14 18.72 7.53
H 7.93 17.93 7.28
H 7.26 15.37 7.61
H 11.58 12.08 5.35
H 13.28 14.04 4.39
H 14.33 16.36 6.90
H 13.73 16.28 5.15
H 12.64 16.98 6.32
H 13.58 12.94 13.73
H 11.68 14.95 14.35
H 11.82 17.60 12.11
H 10.79 16.59 11.15
H 10.52 16.61 12.91
C 6.75 8.80 6.50
C 6.68 8.87 8.02
C 7.25 7.82 8.77
C 7.12 7.77 10.16
Cl 7.84 6.44 10.98
C 6.36 8.69 10.87
C 5.84 9.76 10.14
C 6.08 9.90 8.77
O 5.66 11.12 8.26
C 6.45 11.74 7.25
C 7.85 12.21 7.72
O 8.18 12.30 8.93
O 8.73 12.55 6.85
H 6.73 7.73 6.20
H 7.64 9.33 6.11
H 5.83 9.28 6.03
H 7.64 6.92 8.20
H 6.31 8.65 11.94
H 5.33 10.58 10.61
H 5.87 12.57 6.84
H 6.68 11.13 6.32
*
```


Record 2
C29H39MnN2O2P2 | the ωB97M-V functional and the def2-TZVPD basis

Computed properties:
Molecular weight (g mol⁻¹): 564.53
E (eV): -87675.9427
F_max (eV Å⁻¹): 2.94
HOMO level (spin up / spin down) (eV): -6.57 / -6.64

```
! wB97M-V def2-TZVPD RIJCOSX def2/J DEFGRID3
* xyz 0 5
C -0.81 3.82 -1.78
C -0.93 2.48 -1.31
N 0.05 1.98 -0.44
C 0.98 2.85 0.05
C 0.96 4.21 -0.23
C 0.05 4.70 -1.16
C -2.10 1.72 -1.63
P -2.26 0.03 -0.96
Mn -0.21 -0.10 0.51
P 2.03 0.49 1.05
C 1.89 2.33 1.13
C -0.12 -2.07 0.32
C -1.25 -2.80 0.70
C -1.17 -4.19 0.84
C 0.02 -4.86 0.56
C 1.12 -4.13 0.10
C 1.04 -2.74 -0.06
O -0.58 0.60 -4.75
O 0.87 -1.39 -3.00
H -1.49 4.12 -2.59
H 1.60 4.85 0.35
H 0.02 5.77 -1.39
C -3.67 0.30 0.08
C -2.62 -1.26 -2.19
H 2.89 2.76 1.08
H 1.45 2.57 2.13
H -1.24 1.08 -4.19
H -2.63 2.03 -2.58
C 2.66 0.05 2.67
C 3.44 0.29 -0.10
H -2.18 -2.30 0.96
H -2.04 -4.74 1.21
H 0.10 -5.94 0.70
H 2.07 -4.63 -0.11
H 1.92 -2.20 -0.41
H 0.15 -0.74 -1.52
H 0.31 -2.20 -3.19
H 0.65 -0.72 -3.67
H 0.08 1.26 -5.06
H -0.34 -0.27 -1.11
H -4.50 0.52 -0.60
H -3.88 -0.58 0.70
H -3.50 1.18 0.70
H -3.48 -0.87 -2.75
H -1.84 -1.54 -2.92
H -2.93 -2.18 -1.66
H 4.32 0.79 0.34
H 3.64 -0.78 -0.23
H 3.20 0.75 -1.07
H 3.62 0.54 2.86
H 1.95 0.33 3.46
H 2.79 -1.04 2.72
C -1.35 4.43 3.70
C -1.75 4.10 2.40
C -1.63 2.78 1.97
C -1.10 1.78 2.81
C -0.71 2.14 4.12
C -0.83 3.46 4.56
N -0.93 0.46 2.37
C -1.24 -0.55 3.29
C -0.36 -1.64 3.51
C -0.65 -2.58 4.49
C -1.83 -2.48 5.23
C -2.73 -1.43 4.99
C -2.44 -0.47 4.02
H -1.46 5.46 4.06
H -2.18 4.85 1.73
H -1.96 2.51 0.96
H -0.33 1.35 4.78
H -0.52 3.70 5.57
H 0.56 -1.72 2.92
H 0.06 -3.39 4.68
H -2.05 -3.21 6.01
H -3.65 -1.33 5.57
H -3.10 0.38 3.84
*
```